# 1
{"formula": "C19H31EuF9OP2", "method": "ωB97M-V with the def2-TZVPD basis set", "total_energy_ha": -3109.267766, "total_charge": 0, "multiplicity": 8, "relative_energy_kj_mol": 328.84, "largest_force_ev_per_a": 4.16, "symbols": ["P", "P", "C", "C", "H", "H", "H", "H", "C", "H", "H", "H", "C", "H", "H", "H", "C", "H", "H", "H", "C", "H", "H", "H", "Eu", "C", "C", "C", "C", "C", "C", "C", "C", "C", "H", "H", "H", "H", "H", "H", "H", "H", "H", "H", "H", "H", "H", "H", "H", "F", "C", "F", "F", "C", "O", "C", "F", "F", "F", "C", "F", "F", "F"], "coordinates": [[0.442, -1.784, -2.247], [0.428, 1.773, -1.512], [0.477, -0.277, -3.145], [1.392, 0.844, -2.868], [-1.566, -0.042, -2.422], [0.092, -0.303, -4.172], [2.427, 0.601, -2.570], [1.452, 1.506, -3.748], [-0.085, 3.111, -2.662], [-0.476, 3.922, -2.036], [-0.866, 2.824, -3.381], [0.766, 3.485, -3.250], [1.568, 2.516, -0.331], [1.776, 3.532, -0.690], [2.576, 2.038, -0.293], [1.125, 2.615, 0.681], [-0.375, -2.909, -3.456], [-0.545, -3.891, -2.999], [0.341, -3.024, -4.285], [-1.323, -2.529, -3.860], [2.068, -2.539, -2.125], [2.843, -1.763, -2.168], [2.189, -3.190, -3.003], [2.168, -3.142, -1.217], [2.749, 0.569, 1.550], [-1.566, 1.383, -0.952], [-2.307, 0.689, -2.059], [-3.636, 0.012, -1.687], [-3.450, -1.286, -0.860], [-2.269, -2.061, -1.220], [-0.949, -1.930, -0.709], [-0.509, -0.684, 0.107], [-1.462, 0.512, 0.333], [2.371, -1.766, 1.472], [-1.921, 2.403, -0.708], [-2.468, 1.361, -2.906], [-4.204, -0.219, -2.593], [-4.245, 0.723, -1.127], [-3.527, -1.052, 0.206], [-4.320, -1.918, -1.080], [-2.496, -2.880, -1.912], [-0.502, -2.848, -0.260], [0.380, -0.231, -0.427], [-0.067, -0.998, 1.070], [-2.417, 0.161, 0.743], [-1.019, 1.101, 1.149], [3.294, -2.173, 1.913], [2.170, -2.170, 0.473], [1.542, -1.964, 2.166], [3.030, -0.227, 4.358], [2.312, 0.918, 4.692], [2.474, 1.171, 5.997], [2.941, 1.939, 3.964], [0.831, 0.778, 4.203], [0.868, 0.617, 2.843], [0.144, -0.446, 4.928], [0.058, -0.262, 6.276], [-1.108, -0.632, 4.446], [0.825, -1.605, 4.718], [0.068, 2.095, 4.586], [0.150, 2.391, 5.913], [0.582, 3.151, 3.894], [-1.242, 2.006, 4.257]]}

# 2
{"formula": "C19H31F3NO13P2S", "method": "ωB97M-V with the def2-TZVPD basis set", "total_energy_ha": -3155.262184, "total_charge": 1, "relative_energy_kj_mol": 1093.96, "largest_force_ev_per_a": 9.17, "symbols": ["O", "C", "O", "C", "C", "C", "P", "P", "O", "O", "O", "N", "C", "C", "S", "O", "O", "C", "F", "F", "F", "H", "H", "H", "H", "H", "H", "H", "O", "C", "O", "C", "C", "C", "H", "H", "H", "H", "H", "H", "H", "H", "O", "C", "O", "C", "C", "C", "H", "H", "H", "H", "H", "H", "H", "H", "O", "C", "O", "C", "C", "C", "H", "H", "H", "H", "H", "H", "H", "H"], "coordinates": [[5.131, -2.008, 1.452], [4.271, -1.908, 0.435], [4.020, -3.154, -0.357], [3.459, -0.532, -0.005], [1.802, -0.360, 0.143], [1.084, 1.051, -0.379], [-0.834, 1.321, -0.299], [-1.896, -0.573, -0.558], [-1.543, -1.109, -2.034], [-3.626, -0.183, -0.548], [-1.477, -1.742, 0.681], [1.874, 2.226, -0.974], [3.389, 2.150, -1.138], [4.222, 0.796, -0.677], [6.094, 0.840, -1.002], [6.914, 0.013, 0.016], [6.522, 2.325, -0.843], [6.288, 0.204, -2.794], [5.299, 0.931, -3.672], [7.671, 0.343, -3.310], [5.836, -1.235, -2.819], [4.110, -3.924, 0.306], [1.128, -1.199, 0.603], [-1.108, 2.103, -1.506], [-3.645, 0.748, -0.970], [-1.213, -1.276, 1.538], [1.382, 3.100, -1.294], [3.927, 3.071, -1.634], [2.583, -0.099, -8.908], [3.205, -0.813, -8.126], [3.561, -0.347, -6.908], [4.115, -1.155, -5.854], [5.618, -1.285, -6.004], [3.667, -2.181, -8.541], [3.611, -2.124, -5.793], [3.894, -0.633, -4.916], [5.887, -1.790, -6.936], [6.042, -1.851, -5.170], [6.087, -0.296, -6.034], [4.605, -2.091, -9.094], [2.904, -2.620, -9.192], [3.793, -2.873, -7.711], [-1.066, -0.313, 3.400], [-1.521, 0.769, 3.762], [-0.991, 1.924, 3.302], [-1.566, 3.227, 3.509], [-1.128, 3.807, 4.839], [-2.610, 0.833, 4.796], [-2.654, 3.200, 3.398], [-1.190, 3.863, 2.700], [-1.471, 3.196, 5.678], [-1.521, 4.820, 4.967], [-0.036, 3.843, 4.900], [-2.164, 0.767, 5.792], [-3.280, -0.018, 4.643], [-3.229, 1.725, 4.727], [-5.172, -0.891, 2.658], [-6.247, -0.860, 3.250], [-6.343, -0.279, 4.467], [-7.581, -0.018, 5.153], [-8.031, -1.234, 5.938], [-7.455, -1.549, 2.679], [-8.347, 0.346, 4.462], [-7.381, 0.803, 5.851], [-8.230, -2.086, 5.281], [-8.941, -1.014, 6.503], [-7.250, -1.551, 6.636], [-7.422, -2.609, 2.943], [-7.428, -1.446, 1.591], [-8.400, -1.118, 3.003]]}

# 3
{"formula": "C19H31F9HgOP2", "method": "ωB97M-V with the def2-TZVPD basis set", "total_energy_ha": -2552.427262, "total_charge": 0, "relative_energy_kj_mol": 18.55, "largest_force_ev_per_a": 3.73, "symbols": ["P", "P", "C", "C", "H", "H", "H", "H", "C", "H", "H", "H", "C", "H", "H", "H", "C", "H", "H", "H", "C", "H", "H", "H", "Hg", "C", "C", "C", "C", "C", "C", "C", "C", "C", "H", "H", "H", "H", "H", "H", "H", "H", "H", "H", "H", "H", "H", "H", "H", "F", "C", "F", "F", "C", "O", "C", "F", "F", "F", "C", "F", "F", "F"], "coordinates": [[-0.377, 0.585, -2.742], [-2.283, -0.916, 1.019], [-1.190, -0.605, -1.564], [-2.154, 0.021, -0.525], [-0.346, -1.115, -1.082], [-1.732, -1.314, -2.197], [-1.872, 1.056, -0.295], [-3.139, 0.042, -0.986], [-0.814, -1.720, 1.577], [-1.063, -2.230, 2.522], [-0.026, -0.990, 1.796], [-0.452, -2.467, 0.870], [-3.670, -2.004, 1.050], [-3.307, -2.999, 1.257], [-4.186, -1.993, 0.092], [-4.380, -1.703, 1.843], [-0.739, 2.300, -2.238], [-1.810, 2.391, -2.019], [-0.443, 2.953, -3.081], [-0.132, 2.574, -1.357], [-1.185, 0.359, -4.337], [-1.492, -0.692, -4.453], [-0.455, 0.633, -5.109], [-2.068, 1.024, -4.354], [3.107, -0.345, 0.723], [3.585, -2.297, 0.017], [4.706, -1.433, -0.151], [5.254, -0.907, -1.450], [4.788, 0.577, -1.728], [3.468, 0.789, -1.053], [2.368, -0.060, -1.412], [2.364, -1.444, -2.033], [2.538, -2.609, -1.039], [2.545, 1.026, 2.229], [3.690, -3.075, 0.799], [5.508, -1.563, 0.577], [4.956, -1.492, -2.327], [6.356, -0.912, -1.461], [5.556, 1.294, -1.365], [4.720, 0.771, -2.800], [3.248, 1.798, -0.779], [1.478, 0.455, -1.734], [2.971, -1.632, -2.953], [1.340, -1.555, -2.409], [1.575, -2.757, -0.498], [2.715, -3.584, -1.544], [1.473, 1.228, 2.261], [3.067, 1.962, 2.052], [2.870, 0.637, 3.198], [-3.655, -0.195, 4.455], [-3.257, 1.075, 4.188], [-4.118, 1.934, 4.795], [-2.028, 1.227, 4.735], [-3.183, 1.269, 2.643], [-2.408, 0.130, 2.205], [-4.593, 1.309, 2.026], [-5.219, 2.484, 2.244], [-4.532, 1.121, 0.671], [-5.375, 0.305, 2.512], [-2.349, 2.535, 2.286], [-2.724, 3.640, 2.961], [-1.033, 2.302, 2.521], [-2.460, 2.800, 0.947]]}